# 1
{
  "formula": "C10H25BrN2O7P2SZn",
  "method": "ωB97M-V/def2-TZVPD",
  "species": ["Br", "Zn", "S", "P", "P", "O", "O", "O", "O", "O", "O", "O", "N", "N", "C", "C", "C", "C", "C", "C", "C", "C", "C", "C", "H", "H", "H", "H", "H", "H", "H", "H", "H", "H", "H", "H", "H", "H", "H", "H", "H", "H", "H", "H", "H", "H", "H", "H", "H"],
  "positions_angstrom": [[3.67294, -1.14492, -0.98711], [1.11024, -0.41720, 3.42223], [2.92668, -0.63504, 1.76796], [-3.15990, -0.63336, -1.95889], [0.32615, -1.28885, -2.61502], [-0.49247, 3.13430, -1.39265], [0.16898, -2.67026, -2.09878], [-2.63975, 0.50135, -2.98339], [-0.95787, 0.36778, -0.80658], [-4.58952, -0.08897, -1.45128], [2.29769, -1.83332, 2.31889], [2.47614, 0.48827, 2.63177], [2.44988, -0.33106, 0.19822], [-3.21646, -1.98373, -2.69984], [-2.11647, -1.10126, 2.00533], [4.70023, -0.74770, 1.84100], [-1.93535, -0.65069, -0.53383], [0.73541, 2.53681, -1.00871], [0.32465, -0.05148, -1.19989], [0.81547, 2.50150, 0.49954], [1.04998, -0.76546, -0.02649], [-2.57621, -0.24155, 0.80571], [1.02507, 1.21451, -1.74824], [-1.15343, -0.31332, 2.93692], [-2.60123, -2.63111, -2.20886], [1.84885, 2.51024, 0.82477], [-3.00447, 1.37710, -2.76919], [5.03031, -1.71928, 1.49537], [-3.65472, -0.36021, 0.78184], [-1.65927, 0.03582, 3.82894], [1.02257, -1.85438, -0.11600], [-2.38513, 0.81226, 0.99744], [-0.38644, -1.09303, 3.32278], [-0.63065, -0.92191, -3.57649], [-2.98999, -1.31182, 2.60961], [-4.46646, 0.83112, -1.15156], [2.08401, 1.05062, -1.90381], [4.93658, -0.65183, 2.89958], [-0.50960, 3.12094, -2.36097], [-1.51940, -1.64639, -0.40191], [0.23427, 1.70328, 0.95405], [-0.67450, 0.53402, 2.42336], [0.61323, 1.34306, -2.75353], [1.51700, 3.23187, -1.32967], [-1.71076, -2.06072, 1.70103], [0.51355, -0.51527, 0.88830], [5.15076, 0.05948, 1.27579], [1.60141, -1.13015, -3.20444], [0.39800, 3.43996, 0.85672]],
  "atomic_forces_ev_per_a": [[-0.129, -0.049, -0.337], [-1.345, -0.604, 0.896], [1.889, -0.595, -2.164], [-0.021, -1.501, -1.451], [0.027, -1.195, -0.089], [-0.126, -0.560, -0.157], [-0.129, -0.075, 0.380], [-0.503, 0.583, 0.942], [0.548, -0.694, 0.274], [1.105, 0.704, 0.303], [-0.504, -0.232, 0.546], [0.831, 1.523, -0.408], [0.879, -0.151, 1.013], [0.413, 0.265, 0.866], [0.038, 0.567, 0.093], [-0.312, 0.206, 0.321], [-0.997, 1.499, 0.601], [0.552, 0.318, -0.360], [0.720, 0.624, -0.872], [-0.200, 0.629, 0.042], [-0.248, -0.053, 0.229], [-0.126, -0.755, 0.244], [-0.886, -0.113, 0.139], [0.251, -0.063, 0.086], [-0.245, -0.397, -0.387], [0.200, -0.334, 0.105], [0.302, -0.070, -0.393], [-0.166, -0.171, -0.188], [-0.149, -0.011, -0.221], [0.078, 0.198, 0.183], [-0.080, -0.052, -0.213], [-0.006, 0.167, -0.136], [-0.964, -0.656, 0.176], [0.151, 0.456, 0.138], [-0.025, -0.221, 0.235], [-0.702, -0.192, -0.008], [0.265, 0.028, 0.193], [-0.115, 0.113, 0.153], [-0.180, 0.246, 0.241], [0.167, -0.146, -0.562], [-0.003, -0.192, -0.035], [-0.123, 0.034, -0.023], [0.059, 0.070, -0.154], [0.231, -0.070, -0.015], [0.141, -0.054, -0.102], [-0.225, 0.208, -0.013], [-0.006, 0.178, -0.116], [-0.216, 0.508, -0.070], [-0.114, 0.087, 0.078]],
  "lowdin_charge": [0.987, 1.051, 0.653, 0.515, 0.796, -0.015, -0.411, -0.148, -0.149, -0.120, -0.286, -0.334, -0.582, -0.111, -0.150, -0.125, -0.314, -0.400, -0.531, -0.025, -0.234, -0.137, -0.104, -0.068, -0.013, 0.080, 0.090, 0.079, 0.112, 0.114, 0.111, 0.131, 0.065, 0.046, 0.127, 0.090, 0.088, 0.103, 0.105, 0.112, 0.042, 0.067, 0.123, 0.150, 0.127, 0.078, 0.089, 0.021, 0.104],
  "homo_energy_ev": -14.03,
  "total_charge": 2,
  "fmax_ha_per_bohr": 0.0571,
  "orbital_gap_ev": 4.57
}


# 2
{
  "formula": "C4H12N2O",
  "method": "ωB97M-V/def2-TZVPD",
  "species": ["O", "N", "N", "C", "C", "C", "C", "H", "H", "H", "H", "H", "H", "H", "H", "H", "H", "H", "H"],
  "positions_angstrom": [[3.23046, 0.87088, 0.63471], [-0.55561, 0.03977, 0.99076], [-0.25021, 2.29446, 1.85645], [-1.51394, -0.52873, 0.06826], [-0.27643, 1.37819, 0.93439], [-0.81003, -0.68011, -1.35774], [0.36396, -1.63177, -1.34634], [-0.42767, 1.79546, -0.07435], [-0.60843, 0.34543, -1.63957], [-1.80017, -1.47673, 0.53464], [2.35013, 1.15392, 0.91433], [-0.09216, -0.48693, 1.70941], [0.58607, -1.91055, -2.37492], [-1.58623, -1.03174, -2.05415], [-0.87783, 1.89848, 2.57546], [-2.48420, -0.05398, -0.09539], [0.01390, -2.51771, -0.82474], [1.16326, -1.16453, -0.76424], [3.57514, 1.70618, 0.31302]],
  "atomic_forces_ev_per_a": [[-0.422, 0.234, 0.031], [-0.217, 1.229, 0.672], [-0.900, -1.446, -0.476], [1.212, -1.587, -1.438], [-1.578, 1.843, -0.593], [-2.150, -0.201, 1.133], [-0.652, 0.542, 0.322], [1.130, -0.282, -0.204], [0.505, 0.101, -0.366], [0.202, -0.268, -0.501], [-0.057, -0.268, 0.171], [-0.556, -0.231, 0.205], [0.643, 0.091, 0.176], [0.158, 0.043, 0.091], [1.336, 0.017, 0.817], [0.343, 0.861, 0.555], [0.245, -0.349, 0.059], [0.328, -0.404, -0.490], [0.429, 0.074, -0.164]],
  "lowdin_charge": [-0.062, -0.028, 0.060, -0.201, -0.354, -0.249, -0.105, 0.114, 0.081, 0.113, -0.001, 0.134, 0.073, 0.103, 0.042, 0.110, 0.070, 0.067, 0.033],
  "homo_energy_ev": -9.05,
  "total_charge": 0,
  "de_lowest_kcal_mol": 54.7,
  "fmax_ha_per_bohr": 0.0486,
  "orbital_gap_ev": 9.98
}


# 3
{
  "formula": "C18H40NO21S4",
  "method": "ωB97M-V/def2-TZVPD",
  "species": ["S", "S", "S", "S", "O", "O", "O", "O", "O", "O", "O", "O", "O", "O", "O", "O", "O", "O", "O", "O", "O", "O", "O", "O", "O", "N", "C", "C", "C", "C", "C", "C", "C", "C", "C", "C", "C", "C", "C", "C", "C", "C", "C", "C", "H", "H", "H", "H", "H", "H", "H", "H", "H", "H", "H", "H", "H", "H", "H", "H", "H", "H", "H", "H", "H", "H", "H", "H", "H", "H", "H", "H", "H", "H", "H", "H", "H", "H", "H", "H", "H", "H", "H", "H"],
  "positions_angstrom": [[-2.02799, 5.20835, 0.59156], [4.00301, 0.48635, -2.04144], [-5.17799, -2.98465, -0.02344], [4.44601, -0.37065, 5.64056], [-0.79999, 4.73235, 0.21256], [2.86301, -0.30865, -2.80744], [-4.59399, -3.44865, -1.49544], [-2.83099, 3.79635, 1.18556], [0.85101, -0.71165, 0.81256], [5.03101, 0.52735, -2.97144], [0.43201, 0.75735, 2.31656], [-0.04599, 2.12535, -2.76344], [3.38601, -0.24165, 6.58356], [0.55701, -3.45265, -3.19444], [-2.05099, 1.85335, -2.10144], [-4.85999, -4.10465, 0.86256], [-0.33999, -4.85565, -1.77844], [-6.62899, -2.70765, -0.20244], [4.31301, -1.20065, 4.47256], [-1.07899, -0.60165, 1.71356], [4.66901, 1.18935, 5.08456], [3.46601, 1.70535, -1.46144], [-2.04899, 6.17335, 1.65256], [-0.92599, -5.10965, -3.81044], [-1.78799, 2.95935, -4.05944], [0.03001, -0.10965, 1.46556], [-1.31899, 2.37835, -2.99444], [-1.23499, 1.18735, -1.09044], [-3.00799, 2.13535, 2.72756], [1.18501, -0.30365, -4.69944], [1.19601, -3.07765, -1.88844], [0.34901, -3.96065, -0.92844], [-2.74199, 5.71935, -0.84744], [4.11301, 3.10435, 3.77456], [-0.26899, -4.43265, -2.94244], [-4.91599, -4.96965, -3.54444], [2.54501, 0.38135, -4.06344], [0.23301, 1.47335, -1.57544], [-2.18999, 3.25435, 2.25356], [4.42001, -0.65165, -0.83644], [-4.25499, -1.55765, 0.32256], [3.59401, 1.77335, 4.33356], [-5.25799, -4.56565, -2.09144], [6.01201, -0.68065, 6.39656], [-2.76799, 1.27535, 2.11056], [-4.05099, 2.50335, 2.63156], [-4.98399, -5.35465, -1.66244], [-1.18699, 3.19435, 2.24356], [-2.26799, 6.33235, -1.37944], [-2.90699, 4.65635, -1.32844], [4.31901, 3.85235, 4.60556], [-1.44299, 0.18035, -1.03544], [2.20301, 1.28535, -3.65844], [3.45301, 3.36135, 3.01856], [2.28601, -3.20665, -1.89944], [6.82901, -0.39965, 5.78656], [4.78001, -1.55065, -1.24244], [6.16401, -0.04565, 7.38556], [-2.25599, 3.95435, 3.01556], [0.90801, 2.13335, -0.88944], [0.85701, -0.98065, -4.05844], [5.08901, -0.11165, -0.17944], [-2.72499, 2.23335, 3.85356], [0.80101, 0.59935, -1.63844], [-3.72799, -1.11065, -0.57744], [-5.56599, -5.76365, -3.92344], [2.99401, 1.08935, 3.75856], [-0.23799, -3.28365, -0.44244], [1.46701, -1.14865, -5.44444], [0.99801, -4.46465, -0.00944], [2.79301, 1.83935, 4.91756], [-3.48999, -1.74365, 0.88556], [-1.56799, 1.62335, -0.14944], [3.35101, 0.20935, -4.57244], [0.72601, 0.43035, -5.29044], [6.13401, -1.72765, 6.67856], [-6.20499, -4.49565, -2.00644], [-3.94899, -5.02465, -3.43744], [4.96501, 3.02635, 3.47856], [-5.20499, -4.20865, -4.30644], [-4.82499, -0.91165, 1.07156], [-3.62499, 6.00535, -0.50544], [1.02701, -1.94765, -1.70744], [3.54001, -0.81765, -0.28644]],
  "atomic_forces_ev_per_a": [[-0.902, -0.687, 4.359], [-2.869, 0.831, 1.160], [-3.095, -3.507, -1.071], [-0.521, 2.463, -2.271], [5.094, -1.911, -1.504], [-0.721, -0.806, 0.917], [0.369, 1.657, 0.367], [-0.807, 3.511, -5.043], [1.335, -0.578, -3.189], [3.472, 0.969, -2.225], [-0.127, 0.887, -1.734], [1.746, 1.154, -2.384], [0.051, -0.792, 0.585], [1.322, 1.277, 1.149], [-1.682, -1.311, 2.259], [-0.088, 1.886, -0.568], [0.385, -0.548, 5.784], [3.105, 0.140, 0.419], [0.212, -0.079, 0.914], [-1.925, -0.074, -1.722], [1.131, -2.242, 0.827], [0.634, -1.339, -0.503], [-0.936, 0.213, -0.329], [2.302, 3.227, 1.917], [2.411, -2.189, 4.842], [0.684, -0.296, 6.268], [-1.150, 2.376, -6.313], [0.757, 2.557, 0.540], [-0.019, 0.469, 1.830], [6.381, 0.136, -3.129], [-0.823, 1.355, -0.245], [4.456, -0.927, 1.873], [-3.375, -9.111, 2.083], [-8.098, 0.012, 5.976], [-3.310, -3.885, -8.183], [-5.249, 3.359, -0.587], [-6.872, -2.343, 2.693], [-0.942, 1.991, 3.514], [-1.873, 1.043, 1.981], [-0.280, 1.014, 0.992], [-2.980, 2.822, -2.439], [1.882, 0.112, -1.179], [2.492, 3.645, -4.262], [0.318, 1.323, 3.209], [-0.284, -0.739, 0.838], [0.435, -0.682, 0.095], [2.314, -6.310, 4.428], [3.727, -1.406, -1.304], [4.282, 4.850, -3.957], [0.276, 2.224, 0.215], [-1.290, -0.581, -0.799], [-0.611, -2.283, -0.323], [0.226, 2.114, -0.745], [-1.188, 1.283, -1.275], [-0.432, -0.473, -0.364], [0.508, 0.258, -1.103], [0.733, -0.923, -0.603], [-0.782, -1.221, -2.029], [-0.449, 1.908, 1.839], [-1.667, -0.799, -1.050], [-3.015, -1.735, 3.602], [0.456, -0.185, 0.084], [-0.689, -1.757, -1.761], [0.634, -1.529, -0.908], [-1.613, -0.111, 0.806], [0.761, -0.699, 0.862], [1.269, -0.813, -2.183], [-2.419, 1.321, 1.350], [0.296, 1.593, 0.465], [-1.642, 0.765, -2.817], [-2.968, 1.754, 3.772], [4.752, -2.196, 3.352], [0.533, 0.124, 0.088], [4.369, 0.290, -3.657], [-1.632, 0.796, 0.029], [-0.491, 0.037, -0.235], [-6.765, 1.028, 0.858], [5.457, -1.384, -0.943], [9.893, -1.580, -4.297], [0.618, 0.133, 0.689], [0.114, -0.419, -1.855], [-4.409, 1.858, 0.565], [0.084, -1.929, -0.277], [-1.285, -0.386, 0.968]],
  "lowdin_charge": [0.614, 0.541, 0.687, 0.620, -0.248, -0.297, -0.230, -0.221, -0.036, -0.254, -0.075, 0.061, -0.272, 0.078, 0.098, -0.299, 0.125, -0.322, -0.281, -0.063, -0.265, -0.262, -0.266, 0.039, 0.018, -0.628, -0.572, -0.027, -0.047, 0.016, -0.044, -0.089, -0.083, -0.003, -0.652, -0.007, -0.132, -0.106, -0.419, -0.107, -0.118, -0.238, -0.243, -0.144, 0.053, 0.092, 0.047, 0.084, 0.010, 0.145, 0.119, 0.086, 0.084, 0.072, 0.121, 0.045, 0.067, 0.121, 0.086, 0.168, -0.014, 0.089, 0.131, 0.068, 0.111, 0.093, 0.116, 0.076, 0.107, 0.196, 0.065, -0.023, 0.117, 0.048, 0.060, 0.069, 0.051, 0.006, -0.040, 0.092, 0.125, 0.026, 0.128, 0.052],
  "homo_energy_ev": -6.01,
  "total_charge": -1,
  "de_lowest_kcal_mol": 47.5,
  "fmax_ha_per_bohr": 0.2120,
  "orbital_gap_ev": 7.89
}


# 4
{
  "formula": "C4H6F3InO2",
  "method": "ωB97M-V/def2-TZVPD",
  "species": ["In", "F", "F", "F", "O", "O", "C", "C", "C", "C", "H", "H", "H", "H", "H", "H"],
  "positions_angstrom": [[3.47944, -0.23687, 2.15821], [-0.13450, 3.26689, -0.41740], [0.89712, 1.86395, -1.70737], [-1.20391, 1.66744, -1.26489], [1.33542, 1.63790, 1.13345], [0.54913, -0.10331, 0.16231], [-0.46468, -2.32326, 0.05985], [-0.02839, 2.03381, -0.83294], [0.36303, 1.17904, 0.55989], [-0.60556, -0.85785, -0.31214], [-1.34779, -2.86792, -0.28562], [-0.56371, -0.74361, -1.40659], [0.39855, -2.84589, -0.33996], [-0.50799, 1.28097, 1.28971], [-1.57733, -0.53533, 0.06060], [-0.58881, -2.41595, 1.14289]],
  "atomic_forces_ev_per_a": [[0.351, -0.095, 0.175], [0.762, -0.529, 0.327], [0.209, -0.456, 0.569], [0.645, -0.904, 0.371], [1.204, 2.208, 0.569], [-1.629, 0.408, -0.396], [-0.606, -0.199, 0.579], [-2.394, 3.648, -2.578], [1.359, -4.328, 2.101], [-0.227, -1.394, -1.143], [0.016, 0.275, -0.410], [-0.056, -0.079, 0.178], [0.204, 0.227, 0.120], [-0.729, 0.604, -0.722], [0.315, 0.688, 0.246], [0.577, -0.074, 0.014]],
  "lowdin_charge": [1.135, 0.296, 0.331, 0.284, 0.119, 0.026, -0.023, -0.515, -0.408, -0.162, 0.112, 0.156, 0.098, 0.307, 0.146, 0.097],
  "homo_energy_ev": -19.87,
  "total_charge": 2,
  "de_lowest_kcal_mol": 0.0,
  "fmax_ha_per_bohr": 0.0986,
  "orbital_gap_ev": 6.25
}